# C27H57Br25O3SSi

C27H57Br25O3SSi as an isolated structure in a non-equilibrium geometry (ωB97M-V with the def2-TZVPD basis set, the OMol25 dataset).

- maximum force (eV/Å) = 5.40
- highest occupied orbital energy (eV) = -9.680
- LUMO energy (eV) = -1.25
- Kohn-Sham gap (eV) = 8.42
- E_tot (Eh) = -66326.67007

Last column: Mulliken charge in e.
Cartesian coordinates (Å):
Br  9.30793  -3.43176  -1.32526  -0.169
Br  1.61285  -2.83313  6.36604  -0.125
Br  -4.44225  -1.68321  -5.40729  -0.134
Br  4.49710  -2.51438  8.65094  -0.123
Br  -7.34350  7.12118  3.31500  -0.132
Br  -4.05027  1.05901  0.82051  -0.132
Br  1.41592  8.27583  6.32734  -0.129
Br  2.97463  1.27771  1.83717  -0.145
Br  -6.62690  -4.60865  -4.85025  -0.112
Br  4.79372  0.40820  -6.34796  0.070
Br  -5.54501  4.71455  0.66894  -0.076
Br  3.12957  6.34668  1.67118  -0.160
Br  6.26208  2.94910  2.03799  -0.132
Br  -5.77137  4.25073  5.02675  -0.120
Br  -4.07415  3.54924  -2.51223  -0.115
Br  8.15668  -0.69761  4.14723  -0.147
Br  -9.42231  -6.26225  -6.24387  -0.149
Br  -4.04365  -6.40659  -7.67278  -0.115
Br  -2.25684  -0.65469  -1.91591  0.000
Br  -11.98708  -6.35206  -3.58774  -0.138
Br  5.63275  -3.28548  -1.66122  -0.121
Br  4.86924  -2.36901  3.94641  -0.061
Br  0.99583  4.28627  3.87187  -0.133
Br  -1.15941  -6.08785  -5.38789  -0.125
Br  2.98804  5.40538  8.03910  -0.125
S  3.51370  -0.22249  -3.87259  0.676
Si  0.92619  0.84153  -4.54935  0.647
O  2.66904  1.02990  -4.66186  -0.309
O  5.09096  -0.18833  -4.60465  -0.313
O  3.79259  0.13361  -2.38244  -0.416
C  -1.57185  0.51983  -0.51676  -0.495
C  5.81861  1.12541  1.50523  -0.470
C  0.32792  -0.82729  -3.79847  -0.635
C  -5.94441  3.66381  -1.96916  -0.585
C  2.79728  -4.20839  7.08169  -0.500
C  2.93861  4.45714  3.81938  0.049
C  2.53303  8.23413  7.92630  -0.568
C  3.35525  5.88460  3.55306  -0.294
C  -5.11148  6.06944  4.77619  -0.582
C  -2.49997  -7.49927  -5.51727  -0.556
C  -9.34937  -7.05762  -4.46398  -0.618
C  3.15654  -3.92580  8.52156  -0.585
C  6.96328  -1.87411  -1.87110  -0.206
C  4.54439  1.08681  0.69465  -0.418
C  7.71322  -2.52130  3.61447  -0.545
C  -4.92321  -2.58439  -3.74509  -0.062
C  -10.66793  -7.69657  -4.09614  -0.567
C  3.64793  7.22408  7.78854  -0.563
C  -6.20262  4.91136  -1.15730  -0.619
C  -2.85923  -7.78185  -6.95714  -0.563
C  0.25635  0.96528  -6.38883  -0.942
C  -2.26789  0.26614  0.79980  -0.668
C  6.43900  -2.55991  2.80389  -0.277
C  -6.22638  7.07948  4.91395  -0.555
C  -4.98740  -4.08191  -3.93344  -0.542
C  8.20682  -2.39189  -2.55496  -0.603
C  0.20112  2.41475  -3.63594  -0.589
H  7.15394  -1.46507  -0.87503  0.190
H  -6.51061  3.68792  -2.90441  0.358
H  -1.68602  1.54579  -0.87759  0.334
H  4.14194  7.25283  6.81325  0.338
H  -4.36353  6.21072  5.56134  0.356
H  3.62129  -4.80184  8.98244  0.339
H  -1.99067  -7.83085  -7.61974  0.366
H  3.66583  -4.25738  6.41909  0.274
H  -5.82132  8.09126  5.00371  0.341
H  6.66851  0.79070  0.90401  0.284
H  -3.35372  -7.18516  -4.91024  0.297
H  -9.04224  -6.26709  -3.77349  0.374
H  -6.88925  6.88163  5.76088  0.364
H  1.87016  8.03627  8.77322  0.369
H  -3.42533  -8.71399  -7.03765  0.337
H  -10.55562  -8.33209  -3.21335  0.345
H  2.78715  6.61807  4.13214  0.085
H  0.86806  0.20666  -7.04827  0.233
H  -4.15310  -4.48251  -4.51611  0.219
H  -1.73160  0.75184  1.61976  0.415
H  1.03786  2.79782  -2.91187  0.279
H  5.76917  0.52902  2.42049  0.221
H  -0.71084  -1.07887  -4.33073  0.172
H  -0.86405  0.62685  -6.37269  0.253
H  0.38634  2.07586  -6.73893  0.253
H  0.04971  3.22811  -4.48511  0.271
H  7.66378  -3.11769  4.52973  0.381
H  -0.79287  2.09825  -3.10412  -0.078
H  3.30044  3.75158  3.06633  -0.201
H  -2.38849  -0.79624  1.02968  0.379
H  -4.61748  6.09818  3.80091  0.314
H  -11.10732  -8.28343  -4.90753  0.371
H  2.23118  -5.14052  7.00118  0.332
H  0.05818  -0.66659  -2.66031  0.055
H  2.93809  9.24591  8.01605  0.338
H  -0.50714  0.28175  -0.44233  0.323
H  6.38119  -1.77183  2.04783  -0.057
H  -7.27669  5.08931  -1.05461  0.356
H  6.47453  -1.11220  -2.48465  0.087
H  -5.86763  -2.14835  -3.40780  0.405
H  3.27879  4.13392  4.80712  0.279
H  4.42207  6.01885  3.75237  0.347
H  4.48658  1.87489  -0.06141  0.446
H  7.99443  -3.03419  -3.41425  0.417
H  -5.72860  5.80521  -1.57221  0.378
H  8.56312  -2.85602  3.01325  0.355
H  2.30279  -3.61169  9.12859  0.367
H  4.42534  0.11436  0.20884  0.227
H  -4.13214  -2.31804  -3.03862  -0.241
H  -2.03521  -8.37530  -5.05638  0.355
H  -8.55844  -7.81058  -4.52172  0.354
H  1.02020  -1.74816  -4.00490  0.340
H  8.84440  -1.56328  -2.87552  0.379
H  -6.17799  2.74014  -1.43222  0.323
H  4.39589  7.36537  8.57368  0.348
H  6.31994  -3.53236  2.31808  0.395
H  -5.02671  -4.59117  -2.96651  0.383

# C27H57Br2FIN5O5S

A 5-piece molecular cluster, C27H57Br2FIN5O5S overall (ωB97M-V with the def2-TZVPD basis set, the OMol25 dataset).

- maximum force (eV/Å) = 0.35
- SMILES = CCCCC[C@@H](N(Br)CCCS)[C@@](I)(C[C@H](C)Br)O[C@@H](C)F.CN(C)C=O.CN(C)C=O.CN(C)C=O.CN(C)C=O
- highest occupied orbital energy (eV) = -8.278
- LUMO energy (eV) = 0.34
- Kohn-Sham gap (eV) = 8.62
- E_tot (Eh) = -7656.68075

Last column: Mulliken charge in e.
Cartesian coordinates (Å):
I  1.45341  -4.70458  3.35159  -0.004
Br  -2.17566  -3.52146  4.63163  -0.110
Br  4.01415  -0.11743  3.09596  -0.140
S  -3.20096  -1.39897  -0.44121  -0.181
F  0.98245  -1.40916  6.90796  -0.332
O  1.03878  -3.45144  5.85780  -0.322
O  -1.97503  4.43177  0.78868  -0.595
O  1.67582  0.61407  -2.84521  -0.662
O  -1.18250  5.02686  -7.54606  -0.588
O  -0.33007  -4.16915  -2.02932  -0.596
N  1.10079  -0.40872  -4.78549  0.143
N  -0.90800  -2.82069  3.41045  -0.148
N  -1.18053  4.00272  -1.28451  0.193
N  1.89390  -3.94060  -2.44871  0.302
N  -2.04709  6.72079  -6.31095  0.130
C  -2.41725  2.02201  3.02432  -0.555
C  -2.00510  8.11467  -5.92620  -0.899
C  4.38211  -2.93303  2.69016  -1.076
C  -2.53110  -3.02630  0.03927  -0.422
C  1.31188  -2.88837  4.58106  -0.080
C  -1.32318  4.16383  -2.71425  -0.820
C  1.08838  -0.26683  -3.44556  0.222
C  -0.04945  3.26326  -0.74698  -0.717
C  2.21289  -3.74270  -1.04360  -1.034
C  -1.17935  6.19138  -7.19875  0.118
C  0.07994  -2.00513  4.14996  -0.225
C  0.38991  -1.48684  -5.43685  -0.853
C  2.69399  -2.22644  4.52664  -1.882
C  -2.06729  4.52952  -0.41879  0.082
C  0.61252  -4.15688  -2.79972  -0.178
C  1.85782  0.54559  -5.57640  -0.963
C  -1.62080  -2.22488  2.27757  0.177
C  -1.14829  1.25594  2.66264  0.098
C  2.66982  -2.90834  7.64462  -1.391
C  1.27619  -2.76319  7.06007  0.425
C  0.42945  -0.65672  3.51293  -0.147
C  3.27630  -1.96452  3.12898  0.735
C  -3.64359  1.11886  3.17345  -1.084
C  -2.50173  -3.24014  1.55243  -0.766
C  -0.60370  0.44480  3.84040  -1.423
C  2.95953  -3.89554  -3.42790  -0.988
C  -3.05573  5.84964  -5.73350  -0.781
H  -2.62441  2.76669  2.25832  0.131
H  3.28235  -3.56979  -0.94495  0.406
H  -2.03583  -0.79694  -0.71070  0.043
H  -1.54771  -3.16831  -0.40603  0.024
H  1.08212  -2.12740  -5.98860  0.328
H  -2.22428  4.74174  -2.91280  0.124
H  -0.46643  4.69635  -3.13461  0.365
H  -2.89481  5.07122  -0.91082  0.268
H  -4.54749  1.72132  3.27697  0.459
H  4.07591  -3.48956  1.80562  0.117
H  -2.58600  5.02330  -5.20033  0.104
H  -3.52033  -3.16777  1.93520  0.429
H  2.63964  -1.28871  5.07711  0.702
H  -1.19266  8.60941  -6.45620  0.296
H  -2.25143  2.56018  3.96363  0.334
H  -2.13690  -4.25219  1.74734  0.374
H  0.57760  2.90825  -1.55893  0.394
H  3.45534  -2.92234  -3.41709  0.344
H  -0.36197  -1.75518  5.11078  0.536
H  1.38080  -0.33886  3.93044  0.512
H  3.08532  -3.86838  7.33813  0.346
H  0.52600  -3.16345  7.74104  0.404
H  -3.68609  5.42293  -6.51422  0.324
H  0.49368  -1.04269  -2.93201  0.233
H  5.30711  -2.40867  2.46945  0.414
H  2.60778  -2.89972  8.73109  0.388
H  3.70525  -4.66803  -3.23031  0.366
H  -1.43614  -0.00566  4.39120  0.383
H  -0.10413  -2.07904  -4.66758  0.210
H  -0.36644  -1.11398  -6.12949  0.389
H  4.58979  -3.66028  3.47484  0.316
H  1.93066  -4.61752  -0.45681  0.329
H  1.48350  1.55767  -5.42032  0.259
H  -1.41095  3.19681  -3.21515  0.357
H  1.67275  -2.88316  -0.64285  0.268
H  0.48325  -4.31070  -3.88543  0.419
H  -2.23145  -1.37244  2.58609  -0.086
H  1.76161  0.28502  -6.62816  0.398
H  0.59980  -0.71347  2.43634  0.281
H  2.54389  -4.06312  -4.42072  0.308
H  -1.83276  8.22086  -4.85298  0.321
H  -0.38290  1.98025  2.36785  0.398
H  -1.34719  0.61535  1.79721  -0.037
H  2.91059  0.53128  -5.29252  0.308
H  -3.77238  0.49467  2.28386  0.139
H  0.54399  3.89866  -0.08886  0.303
H  3.38433  -2.86552  5.07199  0.718
H  -3.19213  -3.76676  -0.40818  0.468
H  -0.85605  -1.87326  1.58349  0.189
H  -3.66934  6.42885  -5.04667  0.382
H  -2.94016  8.61923  -6.17833  0.328
H  -3.59088  0.46357  4.04612  0.280
H  2.48956  -1.91584  2.38264  -0.125
H  -0.45325  6.92628  -7.58529  0.274
H  3.32965  -2.10865  7.31878  0.342
H  -0.39583  2.41053  -0.15927  0.010
H  -0.13758  1.15932  4.52205  0.445